Record 1
A molecular structure, C33H41F5N2OPdSb2Se, computed with ωB97M-V/def2-TZVPD.

Last column: Löwdin charge in e.
Geometry (Å):
Pd 0.07588 -0.25870 0.03031  0.08
C -1.99775 -3.96640 0.52984  -0.30
Sb -1.93719 -2.03899 -0.38024  1.40
C -2.37763 -2.65156 -2.37860  -0.31
C -3.89205 -1.33659 0.18992  -0.29
C -4.48233 -0.45906 -0.87085  -0.29
C -5.32143 -1.02706 -1.83084  -0.07
C -5.87211 -0.27848 -2.85603  -0.09
C -5.59505 1.07886 -2.93468  -0.09
C -4.77243 1.65861 -1.98459  -0.07
C -4.19955 0.91414 -0.95188  -0.28
C -3.31898 1.60675 0.04114  -0.28
Sb -1.25623 1.75243 -0.52627  1.38
C -0.67648 3.44282 0.59283  -0.25
C -1.47550 2.51540 -2.49416  -0.25
H -2.93594 -4.45052 0.26051  0.01
H -1.93680 -3.85885 1.61027  -0.01
H -1.16227 -4.56868 0.17665  0.01
H -3.22171 -3.34045 -2.38483  0.01
H -1.50358 -3.14293 -2.80452  0.00
H -2.62361 -1.77942 -2.98314  0.00
H -3.74187 -0.82843 1.14056  0.04
H -4.51658 -2.21469 0.35753  0.07
H -5.54995 -2.08482 -1.75975  0.11
H -6.52143 -0.74962 -3.58248  0.10
H -6.02518 1.68388 -3.72209  0.10
H -4.57258 2.72335 -2.03144  0.11
H -3.29611 1.13548 1.01965  0.04
H -3.63340 2.64553 0.16330  0.07
H -1.50771 4.14622 0.63840  0.02
H 0.18196 3.90830 0.11776  -0.01
H -0.41059 3.10150 1.58897  0.01
H -2.17989 3.34657 -2.45387  0.02
H -1.87352 1.73949 -3.14605  0.02
H -0.51695 2.85634 -2.87722  -0.01
N 1.40053 -1.63474 0.95013  0.09
C 2.17036 -1.78172 1.79915  -0.24
N 3.06687 -1.89300 2.75041  -0.07
C 4.39846 -1.31996 2.47604  -0.13
C 5.08879 -0.99360 3.78810  -0.17
C 5.14688 -2.22801 4.68234  -0.19
C 3.74061 -2.76008 4.94035  -0.17
C 3.01702 -3.06613 3.63810  -0.13
H 4.25687 -0.43259 1.86076  0.12
H 4.98892 -2.04477 1.90196  0.13
H 4.53670 -0.19549 4.29143  0.12
H 6.09067 -0.61855 3.57349  0.12
H 5.63296 -1.98598 5.62808  0.11
H 5.75451 -3.00197 4.19976  0.11
H 3.16818 -2.02130 5.50215  0.10
H 3.77253 -3.67069 5.54098  0.12
H 1.96811 -3.30495 3.81512  0.12
H 3.48699 -3.91789 3.13082  0.13
F 0.82871 -2.05728 6.42913  0.09
C 0.30461 -1.48421 5.32816  -0.18
C -0.81596 -2.02054 4.71933  -0.16
F -1.36575 -3.14097 5.21431  0.10
C -1.36846 -1.40720 3.61406  -0.14
F -2.46746 -1.96604 3.04926  0.06
C -0.86045 -0.21775 3.04474  -0.35
O -1.40048 0.32521 2.01170  -0.22
C 0.30083 0.27075 3.68747  -0.16
F 0.89984 1.37217 3.18848  0.08
C 0.86365 -0.33722 4.79129  -0.17
F 1.96888 0.17984 5.35407  0.10
C 1.36480 3.29638 -6.42469  -0.05
C 1.52017 2.74216 -5.03465  -0.28
C 2.00414 3.52448 -3.99758  -0.03
C 2.15954 3.02560 -2.70716  -0.32
C 2.74060 3.92329 -1.64965  -0.09
C 1.79884 1.69703 -2.43888  -0.56
Se 2.02903 1.04014 -0.64347  0.68
C 1.36696 0.86903 -3.49016  -0.31
C 1.06961 -0.58980 -3.29907  -0.09
C 1.22120 1.41419 -4.76068  -0.03
H 1.43036 4.38397 -6.42491  0.07
H 0.40432 3.01292 -6.85718  0.08
H 2.14602 2.91493 -7.08558  0.08
H 2.27080 4.55806 -4.19290  0.11
H 2.84517 4.94065 -2.02556  0.08
H 3.72658 3.56972 -1.34090  0.08
H 2.12962 3.93534 -0.74836  0.03
H 0.15886 -0.73124 -2.71495  0.03
H 1.86768 -1.08181 -2.74056  0.07
H 0.94431 -1.08367 -4.26355  0.08
H 0.87396 0.77288 -5.56484  0.12

Atoms 1-6, force components in eV/Å:
Pd -0.1 -0.5 -0.5
C 0.1 0.0 0.0
Sb 0.1 0.4 0.2
C 0.0 0.0 0.0
C 0.0 0.0 0.0
C 0.0 0.0 0.0

Its HOMO energy is -7.13 eV. Its LUMO energy is -0.4 eV.

Record 2
A molecular structure, C33H42BBrCoFN3O4, computed with ωB97M-V/def2-TZVPD.

Last column: Löwdin charge in e.
Geometry (Å):
Co 0.72036 0.53675 0.72832  0.39
O 2.99677 0.07076 6.50383  0.04
C 2.36358 0.18685 5.29675  -0.34
C 0.97774 0.06334 5.18651  -0.03
C 0.39970 0.21186 3.94534  -0.14
N 1.11967 0.44705 2.84452  -0.03
C 2.42146 0.58485 2.95136  -0.28
Br 2.95345 -0.75384 0.46224  0.09
C 3.09999 0.45097 4.15649  -0.06
H 2.33813 -0.11128 7.18056  0.09
H 0.36428 -0.14417 6.05643  0.10
H -0.66677 0.10122 3.82663  0.08
H 4.17626 0.56545 4.21425  0.09
F 2.09260 6.46815 -0.23474  0.01
C 1.79462 5.15483 -0.00768  -0.30
C 1.88125 4.65867 1.27660  -0.03
C 1.56190 3.32341 1.49621  -0.10
C 1.15036 2.46833 0.47144  -0.15
C 1.08478 3.03009 -0.80593  -0.11
C 1.40502 4.36041 -1.06233  -0.03
H 2.20140 5.30676 2.08351  0.11
H 1.65101 2.94549 2.50978  0.08
H 0.77168 2.42405 -1.64815  0.08
H 1.35269 4.76756 -2.06542  0.11
C 0.15473 -0.96058 -5.82511  -0.02
N -0.40716 -0.37117 -4.62106  -0.08
N 0.51797 -0.02808 -3.63327  0.06
C 0.03443 -0.39737 -2.37359  -0.36
O 0.65237 -0.15744 -1.34840  -0.08
C -1.22323 -1.04928 -2.63599  0.09
C -1.42798 -1.04900 -3.96870  -0.26
C -2.55217 -1.64950 -4.73679  -0.02
C 1.51983 0.92702 -3.87811  -0.19
C 1.37990 1.86099 -4.90479  -0.04
C 2.37637 2.79764 -5.12688  -0.10
C 3.50241 2.82939 -4.31852  -0.10
C 3.62752 1.91042 -3.28539  -0.06
C 2.65499 0.95064 -3.06664  -0.01
H 0.87756 -0.28039 -6.26712  0.08
H -0.65486 -1.12265 -6.53355  0.08
H 0.65103 -1.91651 -5.62075  0.10
H -1.85655 -1.45921 -1.86868  0.11
H -3.33699 -1.93548 -4.04046  0.09
H -2.23132 -2.54235 -5.27779  0.08
H -2.96019 -0.93785 -5.45563  0.09
H 0.47372 1.87747 -5.49588  0.11
H 2.25814 3.51817 -5.92677  0.10
H 4.26910 3.57547 -4.48306  0.10
H 4.48973 1.93971 -2.63250  0.11
H 2.75327 0.24573 -2.25059  0.06
C 0.15146 -3.80646 -0.06806  -0.01
C -1.06121 -3.47983 0.80871  -0.46
C -2.09318 -4.59520 0.65913  -0.02
O -1.61970 -2.26181 0.31883  0.09
B -1.33919 -1.21075 1.20081  -0.68
O -0.86761 -1.73535 2.39495  0.09
C -0.68882 -3.14498 2.30348  -0.45
C -1.61168 -3.78729 3.34419  -0.02
C 0.75455 -3.47391 2.67993  -0.01
H -0.19285 -3.92363 -1.09791  0.09
H 0.64353 -4.72569 0.25156  0.09
H 0.86954 -2.98390 -0.05092  0.05
H -2.31248 -4.74001 -0.39993  0.08
H -3.02482 -4.34182 1.16280  0.08
H -1.69643 -5.52705 1.06468  0.09
H -2.65284 -3.50916 3.17565  0.09
H -1.32509 -3.40538 4.32491  0.09
H -1.51883 -4.87362 3.34786  0.08
H 1.47127 -2.95421 2.04455  0.05
H 0.92894 -4.55071 2.62513  0.09
H 0.92657 -3.13776 3.70420  0.09
C -3.76593 0.62248 1.61503  -0.06
C -2.40577 1.29437 1.34226  -0.61
C -1.93028 1.94553 2.64215  -0.06
C -2.60402 2.40422 0.30309  -0.06
C -1.43902 0.25573 0.75354  -0.04
H -4.52786 1.35992 1.89351  0.08
H -3.66351 -0.09936 2.42991  0.08
H -4.10841 0.08514 0.72724  0.08
H -2.60205 2.76288 2.92405  0.08
H -0.92165 2.34468 2.52398  0.07
H -1.93022 1.22099 3.45646  0.06
H -3.24125 3.20308 0.69442  0.08
H -3.07512 2.00367 -0.59949  0.08
H -1.63535 2.82691 0.02770  0.07
H -1.64522 0.24488 -0.31895  0.07

Atoms 1-6, force components in eV/Å:
Co 0.1 -0.2 1.4
O 0.0 0.0 0.1
C 0.5 0.0 -0.3
C -0.2 0.1 0.0
C -0.7 -0.4 0.0
N -0.1 0.2 -0.8

Its HOMO energy (alpha / beta) is -2.46 / -2.44 eV. Its LUMO energy (alpha / beta) is 2.2 / 2.2 eV. As for the net charge: -1.

What largest force on an atom values result from the calculations? In sequence: 0.8, 1.7 eV/A.